# 1
16
Properties=species:S:1:pos:R:3:forces:R:3:lowdin_charge:R:1 method="wB97M-V/def2-TZVPD" e_lumo_ha=-0.153 charge=+1 total_energy_ha=-288.00999 relative_energy_kj_mol=401.97 largest_force_ev_per_a=3.86
C 1.021 1.112 -0.416 1.4 -0.9 -0.6 0.022
C 0.931 -0.380 -0.054 0.7 3.4 0.7 -0.115
C 0.940 -1.763 -0.574 2.3 -0.6 2.2 0.040
C -1.966 0.830 0.569 0.9 2.9 2.1 -0.127
N 1.344 0.495 0.834 -0.9 -3.7 -0.8 0.183
O -1.205 0.149 -0.331 0.9 -2.7 -2.2 -0.180
H 1.844 1.500 -1.002 0.0 -0.1 -0.1 0.132
H 0.085 1.586 -0.433 -0.4 1.0 -0.2 0.078
H 1.305 -2.585 0.161 -0.3 1.7 -1.0 0.144
H 1.659 -1.662 -1.401 -0.5 -0.5 -0.1 0.125
H -0.025 -2.093 -0.834 -1.0 -0.1 -1.0 0.069
H -2.821 0.240 0.731 -1.3 -0.1 1.1 0.083
H -2.221 1.855 0.175 -0.1 -1.1 0.1 0.115
H -1.294 1.085 1.505 -1.6 -0.9 -1.3 0.130
H 1.920 0.378 1.641 0.3 0.6 0.7 0.175
H -1.517 -0.746 -0.572 -0.4 1.0 0.4 0.127

***

# 2
16
Properties=species:S:1:pos:R:3:forces:R:3:lowdin_charge:R:1 method="wB97M-V/def2-TZVPD" e_lumo_ha=-0.156 charge=+1 smiles="CC[C@@H]([NH3+])C=O" total_energy_ha=-288.11700 relative_energy_kj_mol=121.01 largest_force_ev_per_a=3.43
C -0.271 -0.143 1.959 0.2 -1.2 -0.5 -0.070
C 0.591 -0.177 0.694 0.5 0.0 0.0 -0.201
C -0.078 0.453 -0.548 -0.6 1.6 0.8 -0.284
N 0.823 0.412 -1.720 0.5 -1.1 -0.6 0.236
C -1.368 -0.278 -0.842 -0.1 -2.0 2.8 -0.197
O -1.377 -1.407 -1.265 0.1 0.9 -1.1 0.116
H -1.014 -0.940 1.854 -0.6 0.7 0.2 0.089
H -0.614 0.871 2.166 -0.4 -0.3 0.0 0.094
H 0.306 -0.490 2.814 0.3 0.2 0.0 0.089
H 0.872 -1.186 0.385 -0.1 -0.2 0.4 0.128
H 1.517 0.330 0.992 0.0 0.3 -0.7 0.126
H -0.374 1.493 -0.282 0.6 -0.4 -0.6 0.171
H 1.802 0.444 -1.428 0.0 0.6 -0.2 0.180
H 0.756 -0.509 -2.194 -0.4 0.0 0.4 0.184
H 0.586 1.080 -2.455 0.3 0.4 0.2 0.187
H -2.157 0.049 -0.128 -0.4 0.3 -1.0 0.150

***

# 3
16
Properties=species:S:1:pos:R:3:forces:R:3:lowdin_charge:R:1 method="wB97M-V/def2-TZVPD" e_lumo_ha=-0.182 charge=+1 total_energy_ha=-288.10604 relative_energy_kj_mol=149.79 largest_force_ev_per_a=1.90
C 0.451 1.135 1.496 0.4 0.1 0.3 -0.020
C -0.436 0.816 0.341 0.0 -0.1 -0.2 -0.342
C -1.619 0.237 0.351 -0.4 -0.7 0.7 0.127
C 0.691 0.428 -1.781 -0.7 -0.1 0.1 0.218
N 0.099 1.198 -0.957 0.5 -0.2 -0.7 0.093
H 0.027 0.726 2.410 -0.1 0.1 0.0 0.096
H 1.467 0.743 1.425 -0.1 -0.3 -0.4 0.093
H 0.609 2.211 1.620 -0.3 0.0 0.0 0.097
H -2.309 0.051 -0.460 0.5 0.2 -0.4 0.092
H -1.977 -0.187 1.283 0.1 0.4 0.1 0.095
H 0.963 0.889 -2.719 0.4 -0.3 -0.2 0.129
H 0.790 -0.631 -1.568 0.1 0.0 0.1 0.121
H 0.043 2.143 -1.304 -0.3 0.7 0.5 0.178
H 0.119 -3.364 0.651 -0.4 -0.6 1.4 0.018
H 0.800 -3.517 -0.656 -0.3 0.5 0.2 0.060
O 0.283 -2.876 -0.131 0.8 0.2 -1.7 -0.055

***

# 4
16
Properties=species:S:1:pos:R:3:forces:R:3:lowdin_charge:R:1 method="wB97M-V/def2-TZVPD" e_lumo_ha=-0.126 charge=+1 smiles=CC1(C)[NH2+]CO1 total_energy_ha=-288.08580 relative_energy_kj_mol=202.93 largest_force_ev_per_a=3.13
C -1.093 -1.325 0.292 0.6 1.9 0.5 0.032
C -0.252 -0.040 0.258 -0.4 -1.9 -1.0 -0.457
C -0.996 1.238 0.191 -2.3 0.2 2.1 0.006
N 0.866 -0.186 -0.984 -1.4 -0.9 0.3 0.185
C 1.784 0.187 0.141 1.3 -0.9 0.0 -0.110
O 0.859 -0.041 1.135 -1.3 -0.6 0.9 -0.022
H -1.791 -1.184 -0.530 0.1 -0.8 -0.3 0.101
H -1.704 -1.302 1.203 0.3 -0.2 -0.1 0.116
H -0.383 -2.150 0.292 -0.6 -0.4 -0.2 0.101
H -0.361 1.980 -0.132 1.6 2.0 -0.6 0.048
H -1.171 1.494 1.348 -0.2 -0.5 -2.6 0.178
H -1.925 1.355 -0.491 1.4 -0.8 1.5 0.146
H 0.708 0.389 -1.814 0.5 0.3 0.4 0.180
H 0.927 -1.162 -1.296 0.1 0.3 0.2 0.170
H 2.694 -0.502 0.319 -1.1 1.7 -0.8 0.191
H 1.839 1.250 0.069 1.6 0.8 -0.3 0.134

***

# 5
16
Properties=species:S:1:pos:R:3:forces:R:3:lowdin_spin:R:1 method="wB97M-V/def2-TZVPD" e_lumo_ha="-0.112 / -0.330" s2=2.01 charge=+1 spin_multiplicity=3 total_energy_ha=-287.91886 relative_energy_kj_mol=151.84 largest_force_ev_per_a=9.62
C -0.385 0.901 0.070 -5.6 7.5 2.3 0.710
C 1.943 0.339 -0.124 1.4 2.0 -1.6 0.070
C 0.409 -1.382 -0.083 -2.0 -2.6 0.9 0.138
C -1.897 0.769 0.009 1.4 -0.7 -3.1 0.100
N 0.542 -0.015 0.023 6.8 -4.9 -1.5 0.683
O -2.402 -0.548 0.092 0.2 0.3 -0.7 0.016
H -0.005 1.877 0.522 -0.6 -1.5 -0.4 0.037
H 2.371 0.116 0.851 0.7 -1.1 -0.2 0.030
H 2.353 1.394 -0.240 -2.0 -0.5 0.2 0.004
H 2.325 -0.068 -1.107 0.0 -0.6 1.6 0.019
H -0.525 -1.745 0.448 1.1 0.3 -0.2 0.032
H 1.315 -1.957 0.140 -0.2 0.5 0.2 0.014
H 0.113 -1.799 -1.084 0.0 0.9 -0.2 0.083
H -2.328 1.524 0.660 -0.3 0.0 -0.1 0.012
H -2.053 1.015 -1.124 -0.6 0.1 1.8 0.049
H -2.573 -0.868 0.971 -0.2 0.2 0.9 0.003

***

# 6
17
Properties=species:S:1:pos:R:3:forces:R:3:lowdin_charge:R:1 method="wB97M-V/def2-TZVPD" e_lumo_ha=0.148 charge=-1 smiles=N[C@@H](C[O-])CCO total_energy_ha=-363.61140 relative_energy_kj_mol=296.75 largest_force_ev_per_a=3.07
N -0.435 1.446 -0.338 -0.1 0.2 1.0 0.024
C -0.706 0.114 0.163 0.3 -3.1 0.2 -0.416
C -1.689 -0.677 -0.765 0.1 -0.2 -1.1 -0.536
O -1.175 -0.839 -1.993 -0.2 -0.1 -0.1 -0.355
C 0.629 -0.749 0.165 -1.3 1.2 0.6 -0.150
C 1.895 -0.086 0.808 -1.5 0.1 -2.0 -0.274
O 1.694 1.151 1.450 0.2 0.1 1.4 -0.122
H 0.187 1.278 -1.117 -0.4 0.3 -0.5 0.079
H -1.323 1.814 -0.667 0.3 0.1 -0.4 0.071
H -1.212 -0.018 1.137 0.5 1.1 0.2 0.118
H -2.046 -1.671 -0.279 0.6 0.8 0.1 0.087
H -2.633 -0.058 -0.774 -0.1 0.1 0.2 0.068
H 0.808 -0.940 -0.893 0.0 -0.2 0.0 0.085
H 0.312 -1.684 0.632 0.4 -0.1 0.1 0.095
H 2.461 0.169 -0.098 0.9 -0.6 0.4 0.095
H 2.341 -0.838 1.454 0.6 0.4 0.2 0.095
H 0.893 1.587 1.114 -0.1 -0.3 -0.4 0.035

***

# 7
17
Properties=species:S:1:pos:R:3:forces:R:3:lowdin_charge:R:1 method="wB97M-V/def2-TZVPD" e_lumo_ha=0.141 charge=-1 smiles=N[C@H](C[O-])CCO total_energy_ha=-363.58713 relative_energy_kj_mol=360.46 largest_force_ev_per_a=5.02
N -0.009 -0.722 -1.346 -1.0 -1.3 1.1 -0.026
C 0.601 -0.042 -0.112 1.7 0.3 -4.7 -0.421
C 1.791 -0.952 0.283 2.7 0.9 0.4 -0.562
O 1.677 -2.263 0.069 -0.7 0.4 0.9 -0.345
C -0.480 0.207 0.836 -1.1 -2.2 0.3 -0.232
C -1.756 0.723 0.207 -1.3 1.0 2.1 -0.241
O -1.713 2.191 0.046 -1.2 -0.9 1.2 -0.112
H -0.167 -1.745 -1.010 0.7 2.1 -0.6 0.093
H 0.640 -0.849 -2.116 0.5 0.2 0.5 0.040
H 1.041 1.014 -0.538 -0.9 -2.2 1.1 0.158
H 2.154 -0.535 1.347 -0.7 -0.9 -0.8 0.089
H 2.692 -0.545 -0.346 -0.8 0.0 0.3 0.074
H -0.654 -0.712 1.504 0.0 1.0 -1.1 0.148
H -0.137 0.949 1.473 0.5 1.5 1.6 0.081
H -2.050 0.287 -0.748 0.2 -0.3 0.4 0.087
H -2.533 0.537 1.062 0.8 0.6 -1.9 0.128
H -1.096 2.458 -0.612 0.9 -0.2 -0.9 0.041

***

# 8
17
Properties=species:S:1:pos:R:3:forces:R:3:lowdin_charge:R:1 method="wB97M-V/def2-TZVPD" e_lumo_ha=-0.164 charge=+1 total_energy_ha=-363.29475 relative_energy_kj_mol=369.95 largest_force_ev_per_a=4.18
C -1.883 0.572 -0.453 -2.8 -1.0 0.2 -0.129
C -0.985 -0.667 -0.742 -1.1 0.2 -0.2 -0.156
C -1.089 0.809 0.841 2.2 2.9 -2.0 -0.187
C 2.053 0.064 0.165 -0.5 -1.8 -0.5 -0.137
N -0.363 -0.367 0.558 3.0 -1.8 -2.0 -0.084
O 2.451 -0.709 1.115 -0.4 1.8 0.0 0.209
O 2.272 -0.296 -1.095 0.1 -0.3 3.3 0.198
H -2.088 1.337 -1.210 0.5 -0.1 0.3 0.111
H -2.878 0.116 -0.180 0.7 0.9 -0.2 0.126
H -1.545 -1.696 -0.731 1.3 2.0 -0.5 0.156
H -0.349 -0.448 -1.630 -0.1 -0.9 0.5 0.100
H -0.335 1.751 0.786 -1.7 -1.6 0.2 0.144
H -1.541 0.848 1.768 -1.3 0.2 1.8 0.092
H 1.686 1.011 0.538 0.1 0.4 -0.6 0.157
H -0.278 -1.186 1.097 -0.1 -0.5 1.6 0.116
H 2.831 -1.533 0.865 0.7 -1.5 -0.7 0.150
H 2.040 0.393 -1.692 -0.4 1.2 -1.1 0.134

***

# 9
17
Properties=species:S:1:pos:R:3:forces:R:3:lowdin_spin:R:1 method="wB97M-V/def2-TZVPD" e_lumo_ha="-0.336 / -0.503" s2=0.76 charge=+2 spin_multiplicity=2 total_energy_ha=-362.89125 relative_energy_kj_mol=0.00 largest_force_ev_per_a=1.23
C -1.446 -0.744 -0.148 -0.2 0.7 -0.8 0.000
C -0.458 0.403 0.008 1.1 0.2 0.2 0.013
C 0.990 -0.028 0.379 -0.7 -0.9 0.1 0.051
C 1.656 -0.873 -0.679 -0.4 0.0 -0.3 0.065
O 1.377 -0.681 -1.919 0.5 0.5 0.2 0.043
O 2.498 -1.710 -0.294 0.2 0.0 0.0 0.817
N -0.858 1.408 1.083 -1.0 -0.8 0.1 0.006
H -2.464 -0.464 0.129 0.1 0.0 0.3 0.000
H -1.528 -0.867 -1.230 0.0 -0.5 0.1 0.000
H -1.152 -1.676 0.322 0.0 0.0 0.2 0.000
H -0.352 0.974 -0.905 -0.4 0.3 -0.2 0.000
H 1.655 0.816 0.424 0.5 0.7 0.1 0.000
H 1.021 -0.555 1.336 0.1 0.0 0.0 0.002
H 2.096 -0.892 -2.560 -0.3 -0.5 0.0 0.001
H -0.192 2.161 1.271 0.1 0.0 0.0 0.000
H -1.759 1.835 0.839 0.1 0.2 -0.2 0.001
H -1.084 0.894 1.944 0.4 0.2 0.2 0.000

***

# 10
18
Properties=species:S:1:pos:R:3:forces:R:3:lowdin_charge:R:1 method="wB97M-V/def2-TZVPD" e_lumo_ha=0.134 charge=-1 total_energy_ha=-761.88309 relative_energy_kj_mol=100.59 largest_force_ev_per_a=0.72
C 0.817 -2.402 -0.690 0.5 0.0 0.3 -0.429
C 0.576 -0.914 -0.473 -0.6 0.4 -0.1 -0.717
S -1.106 -0.555 0.150 0.0 -0.4 0.2 0.281
N -0.196 -3.104 -1.471 0.1 -0.1 -0.1 -0.058
H 0.862 -2.904 0.286 -0.1 0.2 0.0 0.085
H 1.815 -2.529 -1.128 -0.1 -0.2 -0.2 0.087
H 0.679 -0.340 -1.403 0.2 -0.3 -0.1 0.039
H 1.316 -0.504 0.217 0.1 -0.1 0.0 0.028
H -0.143 -2.817 -2.444 0.0 0.1 0.1 0.042
H -1.075 -2.729 -1.106 -0.1 0.0 -0.2 -0.021
O 1.143 2.224 0.345 0.1 -0.2 -0.2 0.062
C 0.138 2.261 1.003 0.4 0.6 -0.1 -0.652
O 0.154 1.973 2.328 -0.4 -0.2 0.3 0.051
C -1.206 2.714 0.558 -0.5 -0.3 0.0 -0.058
H 0.848 1.320 2.477 0.2 0.1 -0.1 0.110
H -1.610 3.474 1.230 0.0 -0.1 0.1 0.077
H -1.785 1.776 0.592 -0.1 0.5 0.1 -0.007
H -1.226 3.058 -0.471 0.3 0.1 0.0 0.080

***

# 11
18
Properties=species:S:1:pos:R:3:forces:R:3:lowdin_charge:R:1 method="wB97M-V/def2-TZVPD" e_lumo_ha=0.140 charge=-1 total_energy_ha=-438.89148 relative_energy_kj_mol=246.17 largest_force_ev_per_a=3.95
C 1.044 0.524 -1.687 -0.6 -0.7 -0.1 -0.519
N 0.094 0.142 -0.841 0.0 0.7 -2.0 -0.045
C 1.484 0.321 1.236 -0.6 2.5 -1.3 -0.089
C 0.497 -0.465 0.382 -3.1 1.6 1.9 -0.447
C -0.842 -0.452 1.223 -1.1 -1.2 -0.1 -0.261
O -1.052 0.727 1.945 0.3 0.8 1.6 -0.117
O 2.268 0.486 -1.528 1.3 0.0 0.1 -0.124
H 0.720 0.837 -2.718 -0.5 0.1 0.6 0.090
H -1.457 1.410 1.440 -0.2 0.5 -1.0 0.062
H 1.294 1.441 0.903 0.6 -2.1 0.6 0.114
H 2.425 0.021 0.809 0.9 0.3 0.8 0.046
H 1.272 0.361 2.323 0.6 -0.7 -0.6 0.064
H 0.743 -1.482 0.218 0.7 -1.3 0.0 0.111
H -0.826 -1.182 2.082 0.1 0.0 -1.1 0.113
H -1.797 -0.555 0.587 1.6 -0.7 0.5 0.118
H -1.387 -1.134 -1.858 1.2 0.1 0.6 -0.035
H -2.288 -0.006 -2.169 0.3 -2.0 -0.4 0.052
O -2.191 -0.994 -2.344 -1.4 2.0 -0.3 -0.134

***

# 12
18
Properties=species:S:1:pos:R:3:forces:R:3:lowdin_charge:R:1 method="wB97M-V/def2-TZVPD" e_lumo_ha=0.138 charge=-1 total_energy_ha=-438.92218 relative_energy_kj_mol=165.56 largest_force_ev_per_a=3.41
C 1.601 -0.685 2.209 0.0 1.2 -0.8 -0.073
C 0.663 0.128 1.241 -1.1 0.3 0.1 -0.388
C 1.535 1.271 0.550 1.3 -0.8 -2.7 -0.079
N -0.100 -0.732 0.324 1.2 0.7 0.5 0.019
C -1.250 -0.266 -0.383 -0.7 -1.0 1.8 -0.904
O -1.733 -1.193 -1.009 -1.1 -2.1 -2.4 -0.068
O -1.785 0.840 -0.216 1.2 1.6 0.5 -0.054
H 2.544 -0.089 2.235 -0.4 -1.0 0.2 0.057
H 1.277 -0.841 3.239 -0.4 0.2 -0.1 0.054
H 1.713 -1.662 1.755 0.6 -0.2 0.0 0.054
H -0.209 0.577 1.811 1.4 0.2 -0.4 0.136
H 1.561 2.247 1.049 0.0 -0.4 0.2 0.055
H 1.343 1.518 -0.576 -0.5 -0.4 2.3 0.066
H 2.624 0.910 0.330 -1.5 0.4 1.1 0.084
H 0.144 -1.679 -0.004 0.2 1.2 0.5 0.129
H 0.293 0.899 -1.628 0.2 -0.6 -0.9 -0.004
H -0.557 0.259 -2.613 -2.0 -0.7 -0.5 -0.007
O 0.352 0.390 -2.470 1.8 1.3 0.8 -0.077

***

# 13
18
Properties=species:S:1:pos:R:3:forces:R:3:lowdin_charge:R:1 method="wB97M-V/def2-TZVPD" e_lumo_ha=0.144 charge=-1 total_energy_ha=-438.87846 relative_energy_kj_mol=280.35 largest_force_ev_per_a=4.83
O 1.458 -1.119 0.966 0.0 0.5 1.0 -0.103
C 1.580 0.143 1.067 -0.5 -0.7 -0.2 -0.816
O 1.605 0.909 2.021 0.1 0.2 2.4 -0.044
C 1.580 0.832 -0.230 0.4 -0.3 -4.8 -0.172
C 0.116 0.936 -0.874 1.2 2.1 0.6 -0.213
C -0.833 -0.231 -0.843 1.2 -3.9 1.2 -0.319
N -2.002 -0.085 -1.709 0.4 1.5 4.5 0.006
H 2.017 0.048 -0.874 0.4 0.4 -0.2 0.088
H 2.212 1.802 -0.459 -1.6 -1.6 1.1 0.134
H 0.260 0.969 -2.007 -0.1 1.1 1.3 0.113
H -0.212 1.908 -0.353 -0.5 -1.2 -1.4 0.125
H -0.138 -1.120 -1.242 -1.3 1.6 0.7 0.142
H -1.217 -0.730 0.122 0.9 1.5 -0.9 0.107
H -2.045 -0.901 -2.153 -0.8 -3.4 -3.0 0.001
H -1.891 0.707 -2.223 0.1 2.2 -2.3 0.010
H -0.967 -1.213 2.125 -1.0 -0.8 4.0 0.095
H -0.292 -1.424 3.496 -1.1 0.0 -0.2 0.030
O -1.230 -1.431 3.172 2.3 0.8 -3.9 -0.183

***

# 14
18
Properties=species:S:1:pos:R:3:forces:R:3:lowdin_charge:R:1 method="wB97M-V/def2-TZVPD" e_lumo_ha=-0.173 charge=+1 total_energy_ha=-438.48892 relative_energy_kj_mol=455.45 largest_force_ev_per_a=3.72
C -1.113 0.441 -0.733 2.7 -1.1 -0.4 0.020
C -1.865 -0.194 0.161 -1.7 0.0 0.1 -0.416
C 1.780 0.062 -0.975 2.4 -1.1 -2.4 -0.103
C 1.185 -0.056 1.349 0.1 -1.9 0.2 -0.069
N 0.892 -0.481 0.029 -2.5 2.0 -1.9 -0.145
O -0.813 1.611 -1.124 -0.4 0.8 2.5 0.182
O -3.161 0.045 0.382 -0.1 0.2 -0.2 0.175
O -1.515 -1.315 0.723 0.4 -1.0 0.9 0.134
H 2.859 -0.372 -0.860 -1.9 0.4 -0.4 0.128
H 1.437 -0.079 -2.098 0.6 -0.1 2.4 0.129
H 2.008 1.141 -0.866 -0.9 -0.4 0.4 0.095
H 1.230 0.965 1.396 -0.7 2.6 0.8 0.079
H 0.545 -0.688 1.953 -0.2 1.0 0.9 0.107
H 2.177 -0.364 1.519 1.6 -0.6 0.7 0.090
H 0.687 -1.444 0.207 0.2 -1.0 -1.8 0.129
H -0.482 1.739 -1.995 0.2 -0.4 -1.7 0.136
H -3.543 0.731 -0.175 0.0 0.3 0.0 0.151
H -2.308 -1.740 1.106 0.3 0.2 -0.1 0.177